Record 1
Computed, not measured: a structure of composition C19H25CoF6N5SSb, with wB97M-V/def2-TZVPD.

Structure (XYZ):
```
58
Properties=species:S:1:pos:R:3:mulliken_charge:R:1
Co 0.532 -0.591 -0.795 -0.0172
C -2.787 -2.441 3.622 -1.0858
C -3.152 -1.103 2.997 -0.4547
N -2.955 -1.089 1.545 -0.0527
C -1.751 -0.924 0.971 -0.2344
S -1.643 -1.175 -0.773 -0.3536
N -0.752 -0.530 1.713 -1.5899
N 0.429 -0.485 1.044 1.6207
C 1.530 -0.631 1.691 1.1667
C 1.610 -0.815 3.167 -2.0407
C 2.730 -0.681 0.839 0.3592
C 4.009 -0.820 1.326 -0.8542
C 5.065 -0.879 0.421 -0.6426
C 4.801 -0.810 -0.932 -1.0993
C 3.484 -0.681 -1.347 0.1026
N 2.485 -0.601 -0.482 0.4189
H -2.914 -2.398 4.704 0.3558
H -1.748 -2.693 3.407 0.2711
H -3.421 -3.240 3.237 0.3315
H -2.545 -0.303 3.415 0.2488
H -4.196 -0.856 3.182 0.4342
H -3.650 -1.543 0.973 0.2846
H 0.619 -0.844 3.604 0.3745
H 2.178 0.006 3.613 0.3991
H 2.136 -1.744 3.394 0.4422
H 4.183 -0.887 2.391 0.5252
H 6.081 -0.985 0.776 0.4432
H 5.589 -0.875 -1.668 0.4547
H 3.220 -0.658 -2.395 0.6169
C -2.368 1.805 -2.662 -0.4914
N -2.815 2.152 -1.343 0.2822
C -4.227 2.175 -1.067 -0.8598
C -1.907 2.008 -0.210 -0.0273
C -0.485 2.315 -0.582 0.3835
C -0.232 3.690 -0.669 -0.7335
C 0.957 4.191 -1.162 -0.7999
C 1.896 3.276 -1.608 -0.8875
C 1.658 1.917 -1.483 -0.2607
C 0.491 1.375 -0.944 1.1945
H -3.151 1.998 -3.389 0.3641
H -2.120 0.732 -2.649 0.1524
H -1.452 2.344 -2.900 0.2753
H -4.755 2.680 -1.874 0.3745
H -4.416 2.660 -0.114 0.3147
H -4.585 1.138 -1.018 0.3596
H -2.047 0.966 0.095 -0.2786
H -2.284 2.644 0.592 0.6761
H -1.009 4.378 -0.351 0.4134
H 1.133 5.256 -1.214 0.4265
H 2.831 3.607 -2.042 0.4651
H 2.436 1.275 -1.856 0.3758
F 0.755 -1.522 -2.575 -0.7732
Sb 1.049 -3.461 -2.201 2.4922
F 1.245 -3.767 -4.023 -0.5178
F -0.806 -3.631 -2.301 -0.5519
F 1.296 -5.192 -1.579 -0.5202
F 0.866 -2.661 -0.452 -0.7042
F 2.881 -3.072 -2.063 -0.5687
```

Calculated values
Net charge: +1
Maximum force (eV/Å): 0.7
Gap between HOMO and LUMO (spin up / spin down) (eV): 8.03 / 5.72
Multiplicity: 2
HOMO level (spin up / spin down) (Ha): -0.4225 / -0.4218
E_tot (eV): -98860.322
<S²>: 0.755


Record 2
Computed, not measured: a structure of composition C19H25FN3O8P2SiTl, with wB97M-V/def2-TZVPD.

Structure (XYZ):
```
60
Properties=species:S:1:pos:R:3:mulliken_charge:R:1
Tl 0.133 0.279 -0.818 0.9992
C 1.158 1.842 2.016 -0.9870
Si 0.120 0.559 2.917 0.1916
C -0.993 1.531 4.108 -1.1035
C 1.332 -0.414 3.992 -1.0770
N -0.753 -0.346 1.775 0.1625
C -1.551 -1.383 2.069 0.1534
C -1.822 -1.908 3.366 -0.0487
C -2.664 -2.982 3.595 -0.9939
C -3.314 -3.630 2.553 -0.4169
C -3.086 -3.162 1.260 -0.6718
C -2.248 -2.097 1.064 0.3962
F -2.066 -1.673 -0.235 -0.1972
H 1.678 2.481 2.734 0.3513
H 0.541 2.482 1.382 0.2471
H 1.915 1.358 1.394 0.0790
H -0.392 2.173 4.759 0.2854
H -1.587 0.871 4.742 0.3404
H -1.686 2.164 3.550 0.2977
H 1.959 0.278 4.563 0.3181
H 1.983 -1.012 3.352 0.2862
H 0.834 -1.077 4.701 0.3646
H -1.339 -1.432 4.209 0.1317
H -2.816 -3.319 4.615 0.3525
H -3.973 -4.469 2.730 0.3420
H -3.557 -3.616 0.396 0.3756
N -2.464 1.953 -4.295 -0.3815
C -3.427 1.157 -3.422 0.9865
C -4.824 1.214 -4.015 -1.9548
P -2.686 -0.543 -3.606 0.4352
O -3.716 -1.486 -2.800 -0.5901
O -2.786 -0.798 -5.073 -0.8168
O -1.355 -0.499 -2.928 -0.4583
P -3.288 2.080 -1.793 0.8488
O -3.469 0.970 -0.645 -0.5492
O -4.429 3.027 -1.725 -0.8019
O -1.859 2.571 -1.841 -0.8556
H -2.107 1.349 -5.042 0.3299
H -1.729 2.255 -3.588 0.3751
H -2.923 2.772 -4.690 0.3205
H -4.831 0.801 -5.025 0.4816
H -5.206 2.237 -3.994 0.4581
H -5.485 0.606 -3.398 0.3639
H -3.400 -1.583 -1.891 0.4118
H -2.638 0.548 -0.386 0.2011
O 3.161 -1.129 1.103 -0.6438
C 3.629 -0.697 0.061 -0.0104
N 2.956 -0.358 -1.074 -0.2092
C 3.842 0.120 -1.997 0.0497
O 3.605 0.539 -3.119 -0.7326
C 5.245 0.065 -1.414 0.0872
C 6.474 0.420 -1.926 -0.3609
C 7.588 0.252 -1.103 -0.3711
C 7.453 -0.256 0.187 -0.4023
C 6.202 -0.609 0.690 -0.3529
C 5.112 -0.438 -0.137 0.3272
H 6.560 0.817 -2.930 0.4550
H 8.573 0.520 -1.467 0.3578
H 8.336 -0.374 0.805 0.3597
H 6.081 -1.002 1.692 0.4637
```

Calculated values
Net charge: -2
Maximum force (eV/Å): 0.4
Gap between HOMO and LUMO (eV): 6.35
HOMO level (Ha): -0.0702
E_tot (eV): -74836.334


Record 3
Computed, not measured: the molecule C19H25N3O6S at a distorted geometry, with wB97M-V/def2-TZVPD.

Structure (XYZ):
```
54
Properties=species:S:1:pos:R:3:mulliken_charge:R:1
C -7.700 0.156 1.881 -0.9537
H -7.265 0.300 2.876 0.3657
O -6.846 -0.579 1.042 -0.4087
C -5.621 -0.058 0.752 0.6961
C -5.132 1.148 1.220 -0.4951
C -3.866 1.589 0.863 -1.3534
C -3.070 0.822 0.028 -0.2290
C -3.548 -0.396 -0.452 -0.1269
C -4.810 -0.841 -0.101 0.8409
O -5.358 -2.010 -0.522 -0.4481
C -4.604 -2.827 -1.385 -0.8984
H -5.234 -3.691 -1.593 0.2194
H -3.674 -3.161 -0.913 0.3511
H -4.368 -2.314 -2.322 0.3547
H -2.916 -0.976 -1.100 0.8030
N -1.798 1.311 -0.307 -0.0116
C -0.828 0.746 -1.073 0.2563
O -0.930 -0.327 -1.628 -0.6673
C 0.422 1.629 -1.149 -0.0976
C 1.359 1.200 -2.284 -1.1329
C 2.024 -0.143 -1.986 -1.0930
N 2.699 -0.139 -0.704 0.2077
S 4.204 0.586 -0.669 1.4621
O 4.834 0.369 -1.936 -0.7514
O 4.169 1.930 -0.151 -0.7347
C 4.989 -0.438 0.536 0.6195
C 5.527 -0.124 1.755 0.2367
O 6.018 -1.242 2.305 -0.1499
N 5.817 -2.292 1.463 -0.7438
C 5.208 -1.840 0.403 0.4121
C 4.813 -2.679 -0.747 -1.1404
H 5.144 -2.200 -1.667 0.3199
H 3.728 -2.758 -0.785 0.2137
H 5.250 -3.668 -0.653 0.4038
C 5.633 1.159 2.483 -1.3610
H 6.679 1.387 2.683 0.3976
H 5.116 1.094 3.439 0.3253
H 5.195 1.944 1.872 0.2945
C 1.840 0.231 0.397 -1.1595
C 1.184 1.596 0.186 -0.7621
H 0.518 1.809 1.025 0.6337
H 1.971 2.351 0.163 0.3711
H 2.456 0.244 1.300 0.4128
H 1.078 -0.548 0.500 0.5698
H 2.781 -0.366 -2.738 0.5144
H 1.273 -0.936 -1.971 0.4434
H 0.798 1.122 -3.216 0.4642
H 2.138 1.958 -2.402 0.4383
H 0.090 2.657 -1.340 0.5700
H -1.595 2.218 0.091 0.2202
H -3.508 2.536 1.240 0.3279
H -5.730 1.766 1.871 0.3746
H -7.950 1.132 1.450 0.3673
H -8.608 -0.439 1.970 0.2305
```

Calculated values
SMILES string: COc1ccc(NC(=O)C2CCN(S(=O)(=O)c3c(C)noc3C)CC2)cc1OC
Maximum force (eV/Å): 1.4
Gap between HOMO and LUMO (eV): 8.37
HOMO level (Ha): -0.2880
E_tot (eV): -47697.766


Record 4
Computed, not measured: a cluster of 2 separate species, C19H25N3O6S2 in total at a distorted geometry, with wB97M-V/def2-TZVPD.

Structure (XYZ):
```
55
Properties=species:S:1:pos:R:3:mulliken_charge:R:1
N 2.632 -5.274 -1.154 -0.5208
C 2.626 -4.429 -0.047 0.4661
O 1.593 -3.975 0.403 -0.5180
C 3.953 -4.107 0.657 -0.8252
C 4.932 -3.297 -0.216 -0.4976
C 4.553 -1.830 -0.367 0.6105
C 5.594 -0.891 -0.600 -0.9064
N 5.421 0.391 -0.784 -0.6650
C 4.106 0.733 -0.730 1.0272
C 3.768 2.093 -0.955 0.6873
O 4.764 2.970 -1.249 -0.6254
C 2.493 2.542 -0.927 -0.9741
S 2.130 4.245 -1.272 -0.3134
C 1.451 1.608 -0.623 -0.2944
C 1.732 0.309 -0.407 0.3204
C 0.596 -0.681 -0.114 0.0382
C -0.705 0.007 0.334 -0.9250
C -1.875 -0.982 0.619 0.0360
C -1.903 -2.168 -0.340 0.4395
O -1.856 -3.297 0.081 -0.5641
O -2.002 -1.956 -1.683 -0.5149
C 3.071 -0.160 -0.469 -0.5153
N 3.298 -1.488 -0.278 -0.1595
H 3.546 -5.387 -1.571 0.2723
H 1.939 -4.982 -1.832 0.2796
H 3.799 -3.668 1.641 0.3189
H 4.439 -5.085 0.819 0.3893
H 5.096 -3.735 -1.210 0.2282
H 5.921 -3.305 0.265 0.4472
H 6.618 -1.266 -0.632 0.3772
H 5.573 2.689 -0.802 0.3377
H 2.801 4.971 -0.349 0.1534
H 0.451 2.024 -0.613 0.5061
H 0.900 -1.375 0.675 0.3848
H 0.413 -1.203 -1.063 0.2625
H -1.078 0.732 -0.395 0.3852
H -0.493 0.515 1.283 0.3606
H -2.807 -0.415 0.411 -0.2605
H -1.902 -1.279 1.665 0.3640
H -2.165 -1.019 -1.855 0.3616
C -6.808 2.587 0.588 -0.6382
C -6.155 3.921 0.968 -0.5918
C -4.881 3.601 1.760 -0.7133
S -4.323 1.994 1.183 1.1934
O -4.428 1.052 2.267 -0.6774
O -3.107 2.151 0.424 -0.6164
C -5.681 1.711 0.052 -0.7215
H -7.597 2.718 -0.151 0.3469
H -7.249 2.126 1.475 0.3070
H -5.895 4.470 0.060 0.2957
H -6.829 4.550 1.548 0.3219
H -4.098 4.334 1.583 0.3463
H -5.081 3.520 2.827 0.3635
H -5.928 0.651 0.035 0.4271
H -5.362 2.039 -0.937 0.3831
```

Calculated values
SMILES string: NC(=O)CCc1cnc2c(O)c(S)cc(CCCC(=O)O)c2n1.O=S1(=O)CCCC1
Maximum force (eV/Å): 1.9
Gap between HOMO and LUMO (eV): 7.99
HOMO level (Ha): -0.3019
E_tot (eV): -58534.810